[1]
DFT (ωB97M-V/def2-TZVPD) results for a 2-piece molecular cluster, C9H14O overall.

XYZ file:
```
24
Properties=species:S:1:pos:R:3:forces:R:3
C 1.620 1.631 -1.481 -0.360 -0.382 0.776
C 0.277 -0.529 -1.454 -0.307 -0.265 0.541
C 0.365 0.829 -1.213 -0.158 0.505 0.084
C -0.948 -1.187 -1.305 0.755 -0.004 -0.189
C -0.783 1.485 -0.749 -0.134 0.317 -1.522
C -2.083 -0.491 -0.952 -0.558 0.103 0.274
C -2.029 0.886 -0.728 0.571 -0.605 0.074
O -3.299 -1.109 -0.796 -0.153 0.008 -0.031
H 1.162 -1.132 -1.636 -0.044 0.191 -0.395
H -0.978 -2.242 -1.534 -0.217 -0.184 0.166
H 1.868 1.676 -2.537 0.152 -0.263 -0.061
H 2.417 1.177 -0.883 0.286 0.295 -0.361
H -0.743 2.559 -0.661 0.080 0.203 0.302
H -2.925 1.468 -0.593 -0.164 -0.074 0.354
H -3.183 -2.041 -0.579 0.112 0.134 -0.186
H 1.461 2.656 -1.154 0.147 0.046 0.120
C 0.593 -0.068 2.156 0.341 0.322 -0.097
C 1.331 -1.369 2.440 -0.082 0.004 -0.548
H 0.185 0.387 3.056 -0.099 -0.065 0.118
H 1.310 0.645 1.748 -0.028 0.173 -0.040
H -0.201 -0.147 1.412 -0.025 -0.250 0.130
H 2.198 -1.185 3.082 -0.235 -0.191 0.119
H 0.666 -2.121 2.863 0.167 -0.025 0.208
H 1.719 -1.778 1.498 -0.048 0.005 0.163
```
Forces are in eV/Å.

Computed properties:
charge = 0
SMILES string = Cc1ccc(O)cc1.CC
energy relative to the best compared isomer or geometry (same formula, charge and spin) = 27.36 kJ/mol
lowest unoccupied orbital energy = 0.0312 Ha

Charges in e, computed with Mulliken, in the same order as the atoms: -1.457 -0.378 0.563 -0.593 -0.429 0.765 -0.672 -0.568 0.400 0.314 0.362 0.306 0.298 0.420 0.299 0.352 -0.485 -0.920 0.386 0.186 0.016 0.308 0.287 0.242

=====

[2]
DFT (ωB97M-V/def2-TZVPD) results for a single C4H8N2O molecule.

XYZ file:
```
15
Properties=species:S:1:pos:R:3:forces:R:3
C 1.037 1.319 -0.365 -2.398 -0.594 -0.282
C -1.217 -1.369 0.852 0.363 0.267 0.172
N -0.625 -0.083 0.543 0.913 -0.356 1.485
C 0.779 0.124 0.480 -1.880 -0.962 -1.054
C -0.017 1.079 -1.591 3.267 1.086 -1.712
N 1.694 -0.728 0.673 0.377 -0.059 0.278
O -0.339 0.062 -2.149 -0.044 0.609 1.051
H -1.276 0.675 0.411 0.434 -0.006 0.038
H 1.389 -1.635 1.012 -0.222 0.111 0.189
H -0.086 2.052 -2.144 -0.857 -0.185 0.262
H 0.687 2.233 0.120 0.289 0.153 -0.090
H 2.072 1.371 -0.687 -0.095 0.118 -0.261
H -2.220 -1.220 1.249 0.006 -0.074 -0.085
H -0.630 -1.867 1.626 -0.095 -0.078 0.025
H -1.248 -2.013 -0.030 -0.059 -0.029 -0.015
```
Forces are in eV/Å.

Computed properties:
charge = 0
SMILES string = [H]/N=C(/CC=O)NC
energy relative to the best compared isomer or geometry (same formula, charge and spin) = 248.17 kJ/mol
lowest unoccupied orbital energy = 0.0241 Ha

Charges in e, computed with Mulliken, in the same order as the atoms: -0.678 -1.050 -0.221 0.661 0.011 -0.716 -0.423 0.276 0.212 0.352 0.284 0.352 0.350 0.303 0.288

=====

[3]
DFT (ωB97M-V/def2-TZVPD) results for a single C7H11N3S2 molecule.

XYZ file:
```
23
Properties=species:S:1:pos:R:3:forces:R:3
C -0.375 -1.567 -1.408 -1.146 -1.212 -0.022
C 0.123 0.726 -1.271 1.834 2.948 -1.071
C 1.318 1.735 -1.148 -0.132 1.189 -0.564
C 1.984 1.394 0.154 0.821 0.460 4.094
C 0.433 0.290 2.070 -0.817 -0.765 2.029
C -0.555 0.867 2.970 3.376 -0.446 -2.029
C 0.353 2.530 1.857 2.851 0.615 -1.892
H -2.391 -2.291 -0.622 0.188 0.925 0.220
H 1.220 -0.652 -2.650 -3.002 -0.414 3.080
H -0.374 1.430 -1.911 -1.924 -0.845 -0.695
H -0.204 0.823 -0.229 -0.842 -1.197 -0.821
H 1.994 1.715 -2.046 -0.288 -0.210 0.972
H 0.858 2.830 -1.195 0.950 -2.263 0.479
H 2.340 0.330 0.115 0.037 1.095 0.105
H 2.812 2.130 0.649 -1.806 -1.847 -1.739
H 1.042 -0.746 2.096 -2.081 2.503 -0.506
H -1.224 0.204 3.566 0.631 1.546 -0.075
H 0.674 3.603 1.624 -0.308 -1.987 -0.253
N 0.404 -0.591 -1.845 2.161 2.301 -1.055
N 0.887 1.350 1.352 3.147 1.672 -2.673
N -0.379 2.293 2.834 -4.711 -2.548 3.347
S -1.932 -0.996 -0.520 1.038 -1.544 -0.836
S -0.119 -3.166 -1.675 0.023 0.021 -0.095
```
Forces are in eV/Å.

Computed properties:
charge = 0
SMILES string = S=C(S)NCCCn1ccnc1
energy relative to the best compared isomer or geometry (same formula, charge and spin) = 167.77 kJ/mol
lowest unoccupied orbital energy = 0.0118 Ha

Charges in e, computed with Mulliken, in the same order as the atoms: 0.224 -0.441 -0.733 -0.609 0.105 -0.470 0.037 0.161 0.350 0.076 0.251 0.427 0.318 0.296 0.311 0.250 0.318 0.308 -0.026 -0.039 -0.630 -0.150 -0.334

=====

[4]
DFT (ωB97M-V/def2-TZVPD) results for C26H51NO8 as an isolated structure.

XYZ file:
```
86
Properties=species:S:1:pos:R:3:forces:R:3
C 3.847 -2.596 -2.822 -2.342 -1.531 0.713
C 2.596 -2.118 -2.134 4.016 -0.907 -1.818
N 1.724 -1.655 -1.584 1.192 -3.213 -6.645
H 3.498 -3.506 -3.311 0.155 0.144 -0.808
H 4.513 -2.949 -2.035 -0.026 0.217 -0.672
H 4.229 -1.818 -3.483 0.093 -0.430 0.182
C -2.279 -2.067 0.575 0.405 -2.611 -0.962
C -1.666 -3.045 -0.419 -0.021 -0.207 -1.084
O -2.249 -3.233 -1.474 0.805 -0.587 0.347
C -0.367 -3.805 -0.075 -1.774 -0.126 0.138
H -1.851 -1.067 0.506 0.194 -0.933 0.156
H -2.259 -2.587 1.533 1.032 0.517 0.156
H -3.358 -2.085 0.422 0.397 0.217 -0.567
H 0.078 -4.316 -0.928 0.191 0.708 -0.160
H -0.688 -4.639 0.549 -0.017 0.078 0.513
H 0.229 -3.094 0.497 -0.318 -1.977 -0.104
C -2.586 2.784 1.338 1.469 1.854 2.006
C -1.572 3.030 2.490 0.108 -0.487 1.055
O -1.923 2.822 3.647 0.782 0.505 -1.762
C -0.128 3.505 2.090 -0.943 -1.498 -0.178
H -3.286 2.028 1.693 0.177 0.210 -0.218
H -2.052 2.578 0.410 -0.519 0.800 0.667
H -3.075 3.758 1.360 -0.495 0.052 -0.597
H -0.062 4.542 1.759 0.011 0.046 0.490
H 0.138 2.886 1.233 -0.127 0.496 -0.106
H 0.609 3.129 2.800 -0.220 0.827 0.558
C -3.067 1.165 -1.034 -0.794 -0.503 -1.406
C -4.180 0.285 -1.514 -1.891 -1.065 0.322
O -5.322 0.663 -1.295 0.818 -0.193 -1.441
C -3.917 -1.076 -2.188 0.209 1.734 -0.336
H -2.090 0.706 -1.183 -2.014 0.331 -0.584
H -3.188 1.519 -0.010 -0.376 -0.894 -1.035
H -3.161 2.036 -1.684 0.012 0.261 0.143
H -3.654 -1.864 -1.482 -0.302 0.285 -0.311
H -3.054 -0.917 -2.833 0.377 -0.299 0.000
H -4.726 -1.354 -2.864 -0.251 -0.001 0.465
C 5.718 -1.105 2.848 -0.645 -1.485 -0.885
C 4.605 -2.176 2.603 -0.349 1.650 2.365
O 4.266 -2.812 3.571 0.033 -0.672 -0.103
C 3.866 -2.287 1.308 0.714 -1.890 0.340
H 6.596 -1.697 3.105 0.391 0.083 -0.621
H 5.591 -0.527 3.763 -0.697 0.227 -0.385
H 5.779 -0.561 1.905 0.695 0.494 0.414
H 4.624 -2.584 0.582 -0.170 0.920 -0.712
H 3.156 -1.487 1.096 1.327 -0.412 0.411
H 3.294 -3.211 1.386 -0.393 0.103 0.250
C 1.058 -1.030 0.244 -2.562 2.936 4.342
C 0.229 -0.022 1.096 0.191 -2.713 2.667
O 0.181 -0.041 2.363 0.494 0.510 -3.278
C -0.698 0.836 0.324 -0.028 -3.937 5.573
H 2.136 -0.980 0.393 -1.725 0.412 0.120
H 0.855 -0.995 -0.827 -1.783 2.241 2.784
H 0.797 -2.071 0.434 0.604 1.710 0.559
H -1.519 0.934 1.033 0.328 0.073 -0.377
H -1.062 0.554 -0.664 1.957 -1.485 2.033
H -0.177 1.784 0.190 -0.391 -1.447 3.177
C -3.465 -0.523 2.119 -0.735 0.601 0.598
C -4.798 -0.653 1.388 -1.059 -0.762 1.820
O -5.314 -1.750 1.145 0.987 1.871 0.004
C -5.544 0.653 1.210 0.051 -0.356 -0.597
H -3.139 -1.491 2.499 -0.174 0.776 0.218
H -3.543 0.204 2.927 -0.476 -0.104 0.316
H -2.703 -0.052 1.499 -0.511 -0.334 0.341
H -4.867 1.364 0.738 -0.420 -0.039 0.103
H -5.872 1.150 2.123 -0.080 -0.565 0.304
H -6.341 0.423 0.503 -0.211 0.473 0.530
C 3.886 0.348 -0.368 0.511 0.028 0.058
C 5.190 -0.163 -0.907 -0.600 -0.267 0.083
O 5.166 -1.267 -1.418 1.900 1.447 0.812
C 6.404 0.748 -0.836 -0.341 -1.315 0.338
H 3.122 -0.429 -0.369 1.008 0.897 -0.825
H 3.617 1.162 -1.042 -0.345 0.358 0.369
H 4.014 0.651 0.672 -0.066 0.627 -0.046
H 7.111 0.399 -1.588 -0.159 0.807 -0.463
H 6.952 0.513 0.077 -0.235 0.071 0.423
H 6.061 1.780 -0.767 0.531 0.028 -0.504
C -0.977 1.863 -3.259 1.148 -0.693 -1.211
C -0.777 2.643 -2.049 -2.478 2.553 -0.434
O -0.336 2.081 -1.081 3.440 5.894 -7.227
C -1.366 4.077 -2.008 0.250 -1.230 0.490
H -0.952 2.415 -4.198 -0.377 0.071 0.141
H -1.891 1.289 -3.108 0.101 0.030 -0.544
H -0.113 1.199 -3.240 -0.223 -0.525 -0.415
H -0.572 4.698 -2.422 -0.318 0.423 -0.033
H -1.643 4.357 -0.991 0.567 0.093 0.097
H -2.307 4.141 -2.553 0.310 0.006 -0.539
```
Forces are in eV/Å.

Computed properties:
charge = 0
energy relative to the best compared isomer or geometry (same formula, charge and spin) = 1339.96 kJ/mol
lowest unoccupied orbital energy = 0.0021 Ha

Charges in e, computed with Mulliken, in the same order as the atoms: -1.114 0.500 -0.318 0.442 0.252 0.266 -1.717 0.575 -0.664 -1.355 0.208 0.718 0.853 0.317 0.460 0.832 1.091 0.647 -0.612 -0.751 -0.388 -1.184 0.743 0.368 0.274 0.327 1.624 -0.204 -0.637 -1.086 -0.590 -0.895 0.516 0.162 0.245 0.435 -0.692 0.390 -0.574 0.115 0.350 0.325 -0.102 0.304 0.608 0.372 0.682 0.582 -0.726 -0.181 -2.431 0.588 -0.398 -1.108 -0.537 0.602 -0.936 1.162 -0.632 -1.483 0.507 0.494 0.865 0.456 0.379 0.477 1.210 0.694 -0.526 -1.423 -2.078 0.600 0.416 0.419 0.297 0.349 -1.031 0.929 -0.429 -1.301 0.444 0.271 0.313 0.463 0.220 0.371

=====

[5]
DFT (ωB97M-V/def2-TZVPD) results for C12H16Cl3N2O2PbS3 as an isolated structure.

XYZ file:
```
39
Properties=species:S:1:pos:R:3:forces:R:3
Pb 0.224 -0.239 -0.178 -0.316 -0.251 0.063
C -1.483 2.187 1.876 0.015 -0.061 0.075
C -1.392 1.090 2.944 -0.022 0.075 -0.010
S -0.116 -0.172 2.694 0.206 0.057 -0.031
C -1.028 -1.724 2.840 -0.079 -0.058 0.008
C -2.273 -1.952 1.971 0.018 -0.017 0.079
S -2.023 -1.900 0.180 0.056 -0.041 -0.043
C -3.257 -0.691 -0.382 -0.031 0.024 -0.006
C -3.302 0.691 0.267 -0.005 -0.023 0.011
S -1.782 1.693 0.159 0.010 0.033 -0.101
H -0.576 2.792 1.838 0.006 -0.011 0.004
H -2.299 2.861 2.147 0.011 0.006 0.030
H -2.344 0.587 3.100 -0.005 0.012 0.000
H -1.130 1.578 3.886 -0.027 0.025 -0.002
H -1.336 -1.787 3.888 -0.005 -0.033 -0.005
H -0.279 -2.504 2.688 0.005 0.004 -0.013
H -3.087 -1.279 2.230 0.007 0.003 0.014
H -2.617 -2.966 2.184 -0.012 0.004 0.031
H -4.229 -1.169 -0.238 -0.019 0.020 -0.010
H -3.102 -0.629 -1.461 0.010 0.011 0.001
H -3.594 0.645 1.314 -0.009 -0.016 -0.005
H -4.071 1.269 -0.249 -0.020 -0.010 0.002
O 0.016 -1.705 -2.299 0.071 -0.075 0.099
C 0.120 -0.779 -3.082 0.011 0.101 0.043
C 0.155 -0.764 -4.584 0.002 -0.096 -0.012
C 0.238 0.715 -4.964 0.035 0.243 0.410
C 0.305 1.381 -3.532 0.087 -0.184 -0.258
O 0.423 2.602 -3.472 -0.026 0.031 0.042
N 0.230 0.501 -2.542 0.042 0.336 -0.298
H -0.730 -1.256 -4.988 -0.004 -0.020 0.014
H 1.026 -1.330 -4.920 -0.007 -0.017 -0.006
H -0.637 1.126 -5.465 -0.017 -0.046 -0.041
H 1.132 1.017 -5.506 0.007 -0.046 -0.038
Cl 5.967 -1.085 -1.061 0.049 -0.078 -0.075
C 5.348 0.098 0.077 -0.314 -0.059 -0.030
Cl 5.823 -0.264 1.723 0.058 -0.022 0.142
Cl 5.766 1.736 -0.387 0.055 0.143 -0.031
C 3.864 0.007 0.026 0.136 0.000 0.020
N 2.719 -0.058 -0.012 0.021 0.036 -0.072
```
Forces are in eV/Å.

Computed properties:
charge = +3
energy relative to the best compared isomer or geometry (same formula, charge and spin) = 59.41 kJ/mol
lowest unoccupied orbital energy (spin up / spin down) = -0.5007 / -0.4821 Ha

Charges in e, computed with Mulliken, in the same order as the atoms: 1.297 -0.793 -0.649 0.036 -0.796 -0.630 0.013 -0.729 -0.674 0.021 0.457 0.484 0.389 0.503 0.507 0.445 0.435 0.481 0.532 0.366 0.406 0.524 -0.538 0.433 -0.521 -0.307 0.215 -0.208 -0.099 0.336 0.337 0.349 0.358 -0.040 0.795 -0.038 -0.039 -0.218 -0.439

=====

[6]
DFT (ωB97M-V/def2-TZVPD) results for a 2-piece molecular cluster, C7H10ClFN2O4 overall.

XYZ file:
```
25
Properties=species:S:1:pos:R:3:forces:R:3
C 0.665 -1.513 -1.373 -0.877 -1.127 0.326
C 2.255 2.157 0.077 -0.841 -2.375 -0.605
C 1.124 1.385 0.759 -0.077 0.894 0.418
C -2.151 0.483 0.358 0.708 1.001 0.797
C -2.846 -0.125 -0.869 0.999 -2.365 0.518
C 0.158 0.748 0.053 1.615 1.619 4.872
C 1.537 -1.729 -0.349 3.073 0.748 -0.045
N -0.109 -1.413 -2.200 -1.115 0.317 -1.529
N 1.301 -2.216 0.847 1.464 0.076 -1.603
O 0.305 -2.740 1.238 -0.908 -0.092 0.587
O 2.365 -2.194 1.696 -1.086 -0.678 2.387
O -0.797 0.037 0.675 -1.910 -1.424 1.009
O -4.155 0.324 -0.884 -1.739 0.007 0.596
F -4.881 -0.092 0.340 0.971 0.055 -1.091
Cl 3.196 -1.184 -0.834 -1.165 -0.468 0.757
H 3.172 1.590 0.135 0.435 -0.239 0.224
H 2.484 3.121 0.418 -0.182 1.422 0.716
H 2.025 2.169 -0.975 -0.013 0.375 -0.606
H 3.198 -2.033 1.275 0.721 0.394 -1.177
H 1.140 1.482 1.898 -0.441 -0.729 -1.696
H -2.850 0.410 1.264 1.417 -0.151 -1.244
H -1.921 1.540 0.146 -1.128 -0.002 0.112
H -2.711 -1.319 -0.973 -0.394 2.736 0.259
H -2.535 0.393 -1.790 0.250 -0.520 0.034
H 0.031 0.719 -0.935 0.222 0.529 -4.017
```
Forces are in eV/Å.

Computed properties:
charge = 0
SMILES string = N#C/C(Cl)=[N+](\[O-])O.C/C=C/OCCOF
energy relative to the best compared isomer or geometry (same formula, charge and spin) = 122.22 kJ/mol
lowest unoccupied orbital energy = -0.0206 Ha

Charges in e, computed with Mulliken, in the same order as the atoms: 0.325 -1.251 -0.201 -0.497 -0.094 -0.786 0.226 -0.488 0.967 -0.621 -0.427 -0.244 -0.173 -0.210 -0.233 0.273 0.391 0.313 0.317 0.328 0.328 0.387 0.213 0.203 0.953

=====

Question: The highest energy relative to the best compared isomer or geometry (same formula, charge and spin) belongs to which entry?
Answer: C26H51NO8

=====

What did the third record say?
DFT (ωB97M-V/def2-TZVPD) results for a single C7H11N3S2 molecule.

XYZ file:
```
23
Properties=species:S:1:pos:R:3:forces:R:3
C -0.375 -1.567 -1.408 -1.146 -1.212 -0.022
C 0.123 0.726 -1.271 1.834 2.948 -1.071
C 1.318 1.735 -1.148 -0.132 1.189 -0.564
C 1.984 1.394 0.154 0.821 0.460 4.094
C 0.433 0.290 2.070 -0.817 -0.765 2.029
C -0.555 0.867 2.970 3.376 -0.446 -2.029
C 0.353 2.530 1.857 2.851 0.615 -1.892
H -2.391 -2.291 -0.622 0.188 0.925 0.220
H 1.220 -0.652 -2.650 -3.002 -0.414 3.080
H -0.374 1.430 -1.911 -1.924 -0.845 -0.695
H -0.204 0.823 -0.229 -0.842 -1.197 -0.821
H 1.994 1.715 -2.046 -0.288 -0.210 0.972
H 0.858 2.830 -1.195 0.950 -2.263 0.479
H 2.340 0.330 0.115 0.037 1.095 0.105
H 2.812 2.130 0.649 -1.806 -1.847 -1.739
H 1.042 -0.746 2.096 -2.081 2.503 -0.506
H -1.224 0.204 3.566 0.631 1.546 -0.075
H 0.674 3.603 1.624 -0.308 -1.987 -0.253
N 0.404 -0.591 -1.845 2.161 2.301 -1.055
N 0.887 1.350 1.352 3.147 1.672 -2.673
N -0.379 2.293 2.834 -4.711 -2.548 3.347
S -1.932 -0.996 -0.520 1.038 -1.544 -0.836
S -0.119 -3.166 -1.675 0.023 0.021 -0.095
```
Forces are in eV/Å.

Computed properties:
charge = 0
SMILES string = S=C(S)NCCCn1ccnc1
energy relative to the best compared isomer or geometry (same formula, charge and spin) = 167.77 kJ/mol
lowest unoccupied orbital energy = 0.0118 Ha

Charges in e, computed with Mulliken, in the same order as the atoms: 0.224 -0.441 -0.733 -0.609 0.105 -0.470 0.037 0.161 0.350 0.076 0.251 0.427 0.318 0.296 0.311 0.250 0.318 0.308 -0.026 -0.039 -0.630 -0.150 -0.334

=====

Question: The highest charge belongs to which entry?
Answer: C12H16Cl3N2O2PbS3